1.
Below is a 2-piece molecular cluster, C3H11NO3 overall, with properties calculated with the ωB97M-V functional and the def2-TZVPD basis.

HOMO-LUMO gap, Ha: 0.394
Relative energy (zero: lowest compared OMol25 entry of this formula, charge and spin), kcal/mol: 56.3
SMILES: NC(CO)CO.O
HOMO, eV: -10.0232
Electronic energy, a.u.: -401.3233
Strongest force on any atom, eV/Å: 3.07

Geometry as XYZ:
```
18
C3H11NO3 (the ωB97M-V functional and the def2-TZVPD basis)
O 1.35 -1.76 0.98
O -2.86 0.88 -0.52
O 3.22 0.25 -0.38
N 0.20 0.04 -1.40
C -1.55 0.92 0.19
C -0.67 -0.35 -0.19
C 0.19 -0.78 1.14
H -1.76 0.98 1.29
H 2.04 -1.33 0.42
H 0.52 -0.79 -1.83
H -0.46 -1.19 2.01
H -1.15 1.91 -0.16
H -0.49 0.39 -2.04
H -3.49 0.36 0.02
H 0.76 0.12 1.43
H 2.29 0.33 -0.72
H 3.22 1.11 0.15
H -1.38 -1.09 -0.39
```

=====

2.
Below is C2H6N2O as an isolated structure, with properties calculated with the ωB97M-V functional and the def2-TZVPD basis.

HOMO-LUMO gap, Ha: 0.354
Relative energy (zero: lowest compared OMol25 entry of this formula, charge and spin), kcal/mol: 128.2
HOMO, eV: -9.5457
Electronic energy, a.u.: -264.3830
Strongest force on any atom, eV/Å: 6.19

Geometry as XYZ:
```
11
C2H6N2O (the ωB97M-V functional and the def2-TZVPD basis)
O -2.34 -0.03 -0.15
N 1.81 -0.59 0.20
N 1.48 0.80 -0.11
C -0.92 -0.15 -0.04
C 0.18 1.01 0.11
H -2.96 0.18 0.93
H -0.73 -0.53 0.96
H 1.25 -1.30 -0.41
H -0.45 -0.79 -0.93
H -0.07 2.10 -0.21
H 2.75 -0.68 -0.35
```

=====

3.
Below is an isolated ion of composition C5H5N2O and charge +1, with properties calculated with the ωB97M-V functional and the def2-TZVPD basis.

HOMO-LUMO gap, Ha: 0.331
Relative energy (zero: lowest compared OMol25 entry of this formula, charge and spin), kcal/mol: 89.1
Total charge: +1
HOMO, eV: -14.7281
Electronic energy, a.u.: -377.8299
Strongest force on any atom, eV/Å: 2.84

Geometry as XYZ:
```
13
C5H5N2O (the ωB97M-V functional and the def2-TZVPD basis)
O -1.51 -0.36 -0.53
N 1.89 2.08 0.50
N 1.68 -1.27 -0.20
C 2.24 1.02 0.26
C 2.41 -0.25 -0.36
C -0.57 -0.71 0.16
C 0.53 -1.38 0.50
C -2.48 0.73 -0.18
H -2.79 1.21 -1.22
H -3.20 0.06 0.16
H 0.45 -2.02 1.40
H 3.26 -0.42 -1.06
H -1.90 1.31 0.57
```

=====

4.
Below is an isolated ion of composition CHNO5P and charge -1, with properties calculated with the ωB97M-V functional and the def2-TZVPD basis.

HOMO-LUMO gap, Ha: 0.354
Relative energy (zero: lowest compared OMol25 entry of this formula, charge and spin), kcal/mol: 0.0
SMILES: O=C=N[P@](=O)([O-])OO
Total charge: -1
HOMO, eV: -5.8806
Electronic energy, a.u.: -811.1401
Strongest force on any atom, eV/Å: 2.15

Geometry as XYZ:
```
9
CHNO5P (the ωB97M-V functional and the def2-TZVPD basis)
P -0.14 0.78 0.61
O -1.22 0.01 1.26
O 2.44 -2.31 -0.41
O -1.58 0.31 -1.40
O -0.64 1.21 -0.90
O 0.50 1.89 1.30
N 1.06 -0.49 0.24
C 1.74 -1.42 -0.05
H -2.16 0.01 -0.64
```

=====

5.
Below is a 2-piece molecular cluster, C42H44N3 overall, with properties calculated with the ωB97M-V functional and the def2-TZVPD basis.

HOMO-LUMO gap, Ha: 0.208
Relative energy (zero: lowest compared OMol25 entry of this formula, charge and spin), kcal/mol: 0.0
Total charge: +1
HOMO, eV: -10.4800
Electronic energy, a.u.: -1790.8558
Strongest force on any atom, eV/Å: 1.91

Geometry as XYZ:
```
89
C42H44N3 (the ωB97M-V functional and the def2-TZVPD basis)
N 0.78 0.56 -2.15
N -1.38 0.52 -2.11
N 3.02 2.96 3.60
C -1.07 1.28 -3.34
C 0.73 -4.99 1.18
C 3.17 4.35 3.18
C 4.37 0.95 -1.42
C -4.89 1.16 -1.22
C 0.42 1.31 -3.35
C 3.34 2.76 5.01
C 0.80 1.96 3.29
C -0.26 -0.87 1.05
C 2.69 2.76 -1.74
C -3.33 -2.83 1.36
C -2.47 -2.18 -2.43
C -3.54 1.39 -1.50
C -0.28 -0.01 -1.51
C 0.49 0.24 1.60
C -4.64 -1.19 -1.67
C 4.76 -0.37 -1.24
C 3.06 1.30 -1.74
C 2.16 2.09 2.91
C 0.30 -2.23 1.02
C -0.02 1.06 2.64
C -4.30 -1.88 1.66
C -2.74 0.28 -1.82
C 1.49 -2.19 -2.01
C 2.66 1.33 1.84
C -3.29 -1.01 -1.97
C -2.68 -0.07 1.48
C -0.79 -3.16 0.99
C -2.04 -2.40 1.10
C 1.81 -4.09 1.28
C -3.03 2.78 -1.32
C 2.13 0.25 -1.91
C 3.82 -1.40 -1.44
C -5.44 -0.12 -1.26
C -1.70 -1.01 1.17
C 2.50 -1.11 -1.79
C -3.98 -0.51 1.73
C -6.85 -0.32 -0.81
C 6.16 -0.70 -0.84
C -0.58 -4.52 1.08
C 1.84 0.40 1.22
C 1.60 -2.71 1.24
H -1.68 -2.43 -1.70
H 4.22 4.65 3.33
H -5.07 -2.19 -1.73
H 6.18 -1.30 0.08
H -1.53 2.27 -3.33
H 1.86 -3.15 -1.61
H 2.66 3.20 -2.75
H 0.41 2.57 4.11
H 0.82 0.81 -4.24
H 3.26 1.70 5.26
H 0.93 -6.06 1.21
H 2.90 4.46 2.13
H 3.46 3.31 -1.19
H 1.74 2.96 -1.24
H 0.84 2.31 -3.31
H 2.83 -4.46 1.44
H 5.11 1.74 -1.27
H 6.69 -1.26 -1.62
H 4.12 -2.44 -1.31
H 2.68 3.34 5.67
H -3.11 3.10 -0.27
H 3.70 1.42 1.55
H -1.04 0.92 2.98
H 2.21 -0.23 0.41
H 0.56 -1.94 -1.47
H 2.54 5.02 3.79
H -7.19 -1.34 -1.04
H -1.45 -5.19 1.09
H -5.51 2.01 -0.91
H 2.43 -2.02 1.39
H -6.93 -0.17 0.28
H -1.99 2.92 -1.61
H -1.46 0.73 -4.20
H -3.12 -3.06 -2.51
H -7.52 0.40 -1.29
H -3.53 -3.90 1.36
H -4.75 0.22 1.99
H -2.43 0.99 1.51
H -3.64 3.49 -1.91
H -2.00 -2.02 -3.41
H 4.37 3.09 5.18
H 1.24 -2.33 -3.07
H -5.33 -2.20 1.86
H 6.70 0.24 -0.65
```

=====

6.
Below is C24H24N4S2Tc as an isolated structure, with properties calculated with the ωB97M-V functional and the def2-TZVPD basis.

HOMO-LUMO gap (alpha / beta), Ha: 0.201 / 0.196
Relative energy (zero: lowest compared OMol25 entry of this formula, charge and spin), kcal/mol: 26.8
Total charge: +2
Multiplicity: 2
HOMO (alpha / beta), eV: -14.9997 / -15.1477
Electronic energy, a.u.: -2024.4874
Strongest force on any atom, eV/Å: 1.64

Geometry as XYZ:
```
55
C24H24N4S2Tc (the ωB97M-V functional and the def2-TZVPD basis)
Tc 0.32 0.24 -0.13
S 2.19 -1.20 0.09
S -0.88 -1.66 -0.72
N -0.70 -5.29 -1.02
N 3.12 -4.75 0.23
N 0.09 1.45 1.40
N -1.44 1.30 -0.51
C -2.92 3.19 0.16
C 2.33 2.18 2.00
C -0.86 2.33 1.46
C 0.04 1.34 -2.86
C -3.40 0.30 -4.06
C -1.42 0.97 -2.87
C -1.80 2.23 0.31
C 2.36 3.15 0.84
C -0.97 3.35 2.52
C -3.51 0.56 -1.65
C 0.01 -0.51 3.49
C -4.30 0.41 -0.38
C 1.55 -2.74 -0.14
C 1.23 1.34 2.25
C 0.21 -2.94 -0.52
C -4.10 0.24 -2.87
C -2.05 0.65 -4.06
C 2.42 -3.85 0.05
C -2.18 0.97 -1.70
C -0.29 -4.24 -0.79
C 1.20 0.39 3.28
C 3.41 2.08 2.86
C 3.39 1.17 3.92
C 2.30 0.33 4.12
H 0.59 1.00 -1.94
H -0.82 4.35 2.08
H 0.58 0.88 -3.69
H -0.43 -0.85 2.55
H -1.49 0.67 -4.99
H 0.20 2.42 -2.90
H -3.61 3.12 1.00
H 4.24 1.11 4.58
H -5.02 1.22 -0.25
H -3.47 3.03 -0.77
H 1.95 4.12 1.12
H -3.89 0.05 -4.99
H 3.38 3.31 0.50
H 2.31 -0.38 4.94
H -2.52 4.21 0.15
H -1.98 3.35 2.94
H -0.24 3.20 3.30
H -4.88 -0.51 -0.42
H -3.68 0.36 0.52
H 4.28 2.71 2.71
H -5.14 -0.08 -2.87
H -0.78 -0.01 4.05
H 0.29 -1.40 4.06
H 1.79 2.79 -0.03
```

=====

7.
Below is C4H11O3 as an isolated structure, with properties calculated with the ωB97M-V functional and the def2-TZVPD basis.

HOMO-LUMO gap, Ha: 0.244
Relative energy (zero: lowest compared OMol25 entry of this formula, charge and spin), kcal/mol: 116.6
Total charge: -1
HOMO, eV: -3.8507
Electronic energy, a.u.: -384.5678
Strongest force on any atom, eV/Å: 2.12

Geometry as XYZ:
```
18
C4H11O3 (the ωB97M-V functional and the def2-TZVPD basis)
O -3.58 0.82 -0.06
O 3.85 2.00 -0.08
O 3.30 -0.52 0.61
C -3.30 -0.40 0.45
C -1.99 -0.75 -0.18
C -0.89 0.01 0.14
C 0.45 -0.07 -0.49
H -1.65 0.34 -0.81
H -1.84 -1.64 -0.78
H 0.61 0.80 -1.14
H -3.22 -0.46 1.57
H 1.31 0.00 0.19
H 3.57 -1.22 0.01
H 0.57 -0.95 -1.13
H -4.03 -1.21 0.22
H -0.95 0.46 1.11
H 3.46 1.12 -0.32
H 4.34 1.67 0.69
```

=====

8.
Below is a 2-piece molecular cluster, C14H12F3N2O6S3 overall, with properties calculated with the ωB97M-V functional and the def2-TZVPD basis.

HOMO-LUMO gap, Ha: 0.271
Relative energy (zero: lowest compared OMol25 entry of this formula, charge and spin), kcal/mol: 0.0
Total charge: -1
HOMO, eV: -4.7259
Electronic energy, a.u.: -2595.7392
Strongest force on any atom, eV/Å: 2.21

Geometry as XYZ:
```
40
C14H12F3N2O6S3 (the ωB97M-V functional and the def2-TZVPD basis)
S -3.51 4.25 1.79
S -3.76 -0.22 0.86
S -3.30 1.60 -1.55
F -2.07 6.37 1.52
F -2.67 5.89 3.61
F -1.10 4.68 2.60
O 0.25 2.45 0.46
O -3.35 0.57 -2.55
O -4.79 -0.70 -0.02
O -4.46 2.41 -1.23
O -0.21 0.43 -0.30
O -2.87 -1.09 1.58
N -2.71 0.79 -0.10
N -0.51 1.50 0.24
C -6.13 2.47 2.79
C -0.79 4.85 -1.58
C -0.21 4.74 -2.84
C -4.13 2.20 4.09
C -2.33 5.32 2.40
C -0.55 3.69 -3.69
C -2.02 2.81 -1.98
C -1.96 1.70 0.74
C -5.35 2.83 3.88
C -1.81 3.97 -1.23
C -4.45 0.92 2.08
C -1.42 2.69 -3.24
C -5.68 1.53 1.87
C -3.73 1.17 3.25
H -2.46 4.23 -0.38
H -1.92 1.29 1.75
H 0.53 5.48 -3.16
H -6.25 1.28 0.97
H -0.44 5.62 -0.88
H -0.14 3.63 -4.70
H -1.66 1.83 -3.86
H -3.49 2.50 4.91
H -5.71 3.59 4.58
H -7.10 2.94 2.64
H -2.28 2.75 0.86
H -2.83 0.61 3.46
```